[1]
Molecular formula: C18H23N3O2S
Method: DFT, wB97M-V/def2-TZVPD

The geometry in XYZ format:
```
47
Properties=species:S:1:pos:R:3:lowdin_charge:R:1
C 1.060 0.604 3.806 -0.06
C -0.116 0.191 3.005 -0.33
C -1.285 0.667 3.261 -0.08
C -2.490 0.207 2.799 -0.17
C -2.407 -0.675 2.000 -0.13
C -1.223 -1.439 1.688 -0.13
C -0.172 -0.963 2.304 -0.08
N 1.373 -1.331 1.834 0.15
C 2.384 -0.626 1.372 -0.54
O 2.271 0.587 1.218 0.01
C 3.653 -1.637 0.865 -0.36
H 4.184 -1.904 1.829 0.09
H 4.123 -0.643 0.387 0.13
S 3.131 -3.020 -0.192 0.98
C 2.130 -2.080 -1.260 -0.68
N 1.215 -2.849 -2.112 0.08
N 0.436 -1.694 -2.742 0.16
C 0.859 -0.688 -2.166 -0.42
O 1.994 -0.823 -1.390 0.11
C 0.349 0.584 -2.412 -0.30
C -0.559 0.775 -3.500 -0.27
C -1.241 1.900 -3.649 -0.33
C -1.851 2.439 -2.448 -0.26
C -0.952 2.366 -1.241 -0.25
C 0.009 1.241 -1.129 -0.12
H 0.473 1.196 -0.378 -0.02
H -1.191 0.559 -0.765 0.22
H 0.033 3.210 -1.561 0.18
H -1.456 2.750 -0.256 0.15
H -2.798 1.847 -2.194 0.14
H -2.209 3.526 -2.570 0.14
H -1.894 2.201 -4.465 0.13
H -0.440 2.794 -4.018 0.18
H -1.480 0.074 -3.270 0.19
H -0.178 0.437 -4.424 0.14
H 1.326 1.260 -2.748 0.23
H 1.435 -2.274 1.676 0.04
C -1.206 -2.794 0.616 0.07
H -2.014 -2.921 0.317 -0.11
H -0.522 -3.633 1.166 0.14
H -0.644 -2.372 -0.296 0.07
H -3.339 -1.576 1.567 0.21
H -3.470 0.538 3.178 0.14
H -1.525 1.495 4.256 0.20
H 1.905 -0.181 4.221 0.14
H 1.615 1.426 3.101 0.12
H 0.704 1.244 4.720 0.09
```

Output
Multiplicity = 1
DFT total energy = -38424.1171 eV
E_HOMO = -8.822 eV
Total charge = 0
Energy above the lowest of the compared OMol25 structures with the same formula, charge and spin = 411.8 kcal/mol
Gap between HOMO and LUMO = 9.212 eV

---

[2]
Molecular formula: C5H14N2OS
Method: DFT, wB97M-V/def2-TZVPD

The geometry in XYZ format:
```
23
Properties=species:S:1:pos:R:3:lowdin_charge:R:1
C -0.929 2.693 1.206 -0.06
C -0.299 -3.014 0.632 -0.15
C 1.979 2.056 0.015 -0.07
C -3.040 -1.177 -0.603 -0.22
C -0.198 1.354 1.206 -0.24
N -0.559 -1.662 0.192 -0.38
N 0.940 1.182 0.662 -0.05
O -0.899 -0.128 -1.819 -0.52
S -1.277 -1.427 -1.295 0.83
H -1.883 2.530 0.716 0.07
H -1.134 2.970 2.206 0.05
H -0.386 3.504 0.711 0.07
H 0.252 -3.511 -0.080 0.04
H -1.303 -3.428 0.967 0.10
H 0.219 -2.843 1.520 0.06
H 2.558 2.604 0.703 0.06
H 2.562 1.398 -0.568 0.06
H 1.360 2.723 -0.547 0.06
H -3.086 -1.471 0.420 0.00
H -3.386 -0.004 -0.618 0.11
H -3.736 -1.796 -1.124 0.00
H -0.768 0.483 1.624 0.10
H 0.261 -1.035 0.335 0.07
```

Output
Multiplicity = 1
DFT total energy = -21271.8120 eV
E_HOMO = -8.322 eV
Total charge = 0
Energy above the lowest of the compared OMol25 structures with the same formula, charge and spin = 8.8 kcal/mol
Gap between HOMO and LUMO = 9.263 eV

---

[3]
Molecular formula: C36H42F10N11O20S10
Method: DFT, wB97M-V/def2-TZVPD

The geometry in XYZ format:
```
129
Properties=species:S:1:pos:R:3:lowdin_charge:R:1
C 4.205 2.763 -5.390 0.03
N 3.900 1.376 -5.018 -0.08
C 3.328 1.201 -3.817 0.05
C 2.905 -0.063 -3.421 0.09
C 3.064 -1.160 -4.272 -0.12
C 3.816 -0.939 -5.406 0.03
C 4.121 0.354 -5.891 0.04
C 2.429 -2.481 -3.931 -0.09
C 2.140 -2.812 -2.560 0.08
C 1.455 -3.989 -2.218 0.05
N 1.086 -4.872 -3.188 -0.04
C 1.361 -4.595 -4.529 0.03
C 2.019 -3.394 -4.926 0.04
C 0.313 -6.080 -2.790 0.03
H 5.239 3.032 -5.177 0.10
H 3.536 3.486 -4.922 0.10
H 4.081 2.808 -6.472 0.10
H 3.173 2.130 -3.288 0.14
H 2.317 -0.222 -2.530 0.09
H 3.869 -1.754 -6.113 0.11
H 4.526 0.610 -6.859 0.14
H 2.449 -2.210 -1.718 0.10
H 1.217 -4.332 -1.222 0.12
H 0.988 -5.340 -5.215 0.14
H 2.225 -3.229 -5.973 0.11
H 0.965 -6.950 -2.868 0.11
H -0.587 -6.283 -3.371 0.09
H -0.014 -5.931 -1.761 0.08
C -2.612 -1.071 1.996 0.05
N -4.075 -1.106 2.169 -0.03
C -4.503 -1.124 3.441 0.06
C -5.875 -1.249 3.763 0.03
C -6.795 -1.155 2.775 -0.14
C -6.299 -1.022 1.416 0.08
C -4.918 -1.036 1.119 0.07
C -8.262 -0.938 3.048 -0.09
C -8.994 -1.574 4.108 0.06
C -10.369 -1.379 4.409 0.04
N -11.093 -0.502 3.595 -0.12
C -10.466 0.172 2.607 0.05
C -9.066 -0.068 2.289 0.07
C -12.337 -0.133 4.194 0.00
H -2.344 -0.017 2.073 0.11
H -2.294 -1.508 1.049 0.09
H -2.224 -1.660 2.828 0.11
H -3.727 -1.057 4.189 0.16
H -6.203 -1.249 4.792 0.13
H -6.919 -0.766 0.570 0.12
H -4.604 -1.053 0.086 0.14
H -8.467 -2.131 4.868 0.12
H -10.872 -1.705 5.307 0.14
H -11.021 0.952 2.107 0.14
H -8.681 0.443 1.420 0.12
H -12.964 -0.975 4.486 0.12
H -12.811 0.611 3.555 0.11
H -12.018 0.422 5.076 0.12
C 8.171 5.456 -2.606 0.00
N 7.312 4.805 -1.568 -0.14
C 7.181 5.398 -0.402 -0.09
C 6.478 4.792 0.610 -0.02
C 5.955 3.525 0.427 -0.19
C 6.123 2.895 -0.826 -0.01
C 6.795 3.555 -1.836 -0.06
C 5.263 2.738 1.501 -0.12
C 4.087 2.096 1.134 0.05
C 3.469 1.279 2.101 0.01
N 3.990 1.115 3.326 -0.06
C 5.104 1.768 3.710 -0.04
C 5.763 2.565 2.827 0.03
C 3.184 0.536 4.457 0.04
H 7.610 5.457 -3.541 0.08
H 9.085 4.870 -2.702 0.09
H 8.348 6.503 -2.363 0.09
H 7.685 6.320 -0.150 0.13
H 6.531 5.303 1.560 0.12
H 5.776 1.879 -0.940 0.11
H 7.067 3.083 -2.769 0.11
H 3.584 2.235 0.188 0.13
H 2.567 0.717 1.909 0.10
H 5.403 1.676 4.744 0.14
H 6.600 3.180 3.122 0.12
H 2.702 1.351 4.997 0.09
H 3.925 0.133 5.147 0.09
H 2.429 -0.199 4.182 0.09
N -0.099 5.367 -3.023 -0.22
S 1.428 5.123 -2.275 0.58
O 2.581 5.232 -3.161 -0.33
O 1.546 4.496 -0.944 -0.29
F 1.421 6.574 -1.580 -0.23
S -0.362 3.868 -2.948 0.41
O -1.284 3.345 -1.971 -0.26
O 0.634 2.949 -3.531 -0.35
F -1.321 3.856 -4.256 -0.24
N -0.149 4.674 3.033 -0.25
S 0.729 4.352 4.397 0.63
O 2.054 3.692 4.228 -0.34
O -0.081 4.108 5.605 -0.31
F 1.223 5.914 4.673 -0.24
S -0.188 3.286 2.464 0.41
O -1.173 2.362 2.999 -0.31
O 1.012 2.791 1.852 -0.29
F -1.071 3.705 1.185 -0.20
N -3.344 -2.909 -3.283 -0.23
S -3.031 -3.298 -1.924 0.38
O -1.671 -3.784 -1.595 -0.30
O -4.181 -3.749 -1.154 -0.30
F -2.819 -1.855 -1.320 -0.20
S -2.810 -4.350 -3.987 0.56
O -3.138 -5.665 -3.491 -0.27
O -1.525 -4.179 -4.583 -0.29
F -3.792 -4.276 -5.241 -0.19
N -1.117 -6.358 2.540 -0.24
S -0.962 -5.240 1.562 0.37
O 0.202 -5.238 0.677 -0.32
O -1.686 -4.050 1.862 -0.29
F -1.934 -5.903 0.478 -0.22
S 0.147 -5.775 3.561 0.56
O 0.145 -4.346 3.825 -0.29
O 1.300 -6.603 3.584 -0.27
F -0.545 -6.202 4.937 -0.22
N 1.609 -0.461 -0.146 -0.28
S 0.297 0.117 -0.469 0.45
O -0.644 0.555 0.536 -0.28
O -0.339 -0.314 -1.762 -0.30
F 0.909 1.606 -0.861 -0.23
S 1.060 -1.583 0.949 0.60
O 0.148 -2.596 0.394 -0.29
O 0.837 -1.128 2.309 -0.27
F 2.478 -2.389 1.129 -0.21
```

Output
⟨S²⟩ = 0.7677
Multiplicity = 2
DFT total energy = -230863.6251 eV
E_HOMO (spin up / spin down) = -5.509 / -8.103 eV
Total charge = 0
Gap between HOMO and LUMO (spin up / spin down) = 1.721 / 4.315 eV

---

[4]
Molecular formula: C9H8N3
Method: DFT, wB97M-V/def2-TZVPD

The geometry in XYZ format:
```
20
Properties=species:S:1:pos:R:3:lowdin_charge:R:1
C 2.371 2.512 2.362 0.27
C -0.389 1.195 0.091 0.13
C -1.505 0.825 -0.531 0.01
C 0.506 -0.789 -0.264 -0.01
C 0.779 0.545 0.367 -0.20
C -1.679 -0.603 -0.871 -0.23
C 3.949 0.909 2.026 -0.07
C 3.022 0.170 1.279 -0.05
C -2.946 -1.121 -1.506 0.04
N -0.600 -1.249 -0.685 0.13
N 3.441 2.004 2.481 0.06
N 1.927 0.849 0.986 0.09
H 1.643 3.150 2.755 0.11
H -2.214 1.642 -0.662 0.13
H 1.316 -1.378 -0.385 0.09
H 5.045 0.660 2.199 0.16
H 3.070 -0.775 0.856 0.11
H -3.640 -1.286 -0.763 0.08
H -3.343 -0.438 -2.096 0.05
H -2.615 -1.885 -2.110 0.08
```

Output
Multiplicity = 1
DFT total energy = -13918.4208 eV
E_HOMO (spin up / spin down) = -12.154 / -12.585 eV
Total charge = +1
Energy above the lowest of the compared OMol25 structures with the same formula, charge and spin = 168.2 kcal/mol
Gap between HOMO and LUMO (spin up / spin down) = 5.340 / 7.840 eV

---

[5]
Molecular formula: C12H22O2Yb
Method: DFT, wB97M-V/def2-TZVPD

The geometry in XYZ format:
```
37
Properties=species:S:1:pos:R:3:lowdin_charge:R:1
C 3.110 -1.355 0.079 -0.04
C 3.157 0.094 0.533 -0.31
C 4.497 0.604 1.009 -0.03
C 2.091 0.918 0.510 -0.08
C 0.977 0.913 -0.527 -0.14
C -0.013 -0.221 -0.274 -0.30
C -1.165 -0.520 -1.288 -0.34
C -0.716 -0.217 -2.717 -0.04
C -2.573 0.130 -0.942 -0.12
C -2.670 1.330 0.037 -0.12
C -2.785 0.958 1.510 -0.09
O -3.682 -0.179 1.826 0.07
C -2.950 -1.235 1.806 -0.44
O -2.328 -1.788 2.669 0.06
H 4.020 -1.881 0.368 0.09
H 3.012 -1.496 -1.004 0.10
H 2.280 -1.897 0.570 0.03
H 4.781 1.476 0.422 0.10
H 4.450 0.917 2.059 0.10
H 5.267 -0.166 0.964 0.08
H 2.045 1.687 1.278 0.12
H 1.431 0.790 -1.513 0.13
H 0.498 1.892 -0.493 0.13
H -0.383 -0.085 0.753 0.05
H 0.636 -1.108 -0.272 0.03
H -1.340 -1.622 -1.288 0.12
H -1.469 -0.576 -3.420 0.11
H -0.510 0.845 -2.856 0.11
H 0.199 -0.768 -2.959 0.10
H -3.018 0.460 -1.883 0.13
H -3.226 -0.660 -0.592 0.09
H -1.844 2.042 -0.048 0.13
H -3.571 1.880 -0.243 0.14
H -1.797 0.734 1.927 0.11
H -3.150 1.786 2.118 0.16
H -2.841 -1.593 0.756 0.12
Yb -0.418 -2.088 1.126 1.66
```

Output
Multiplicity = 1
DFT total energy = -48405.9854 eV
E_HOMO = -15.067 eV
Total charge = +2
Energy above the lowest of the compared OMol25 structures with the same formula, charge and spin = 0.0 kcal/mol
Gap between HOMO and LUMO = 6.470 eV

---

[6]
Molecular formula: C23H44BF4N3Tc
Method: DFT, wB97M-V/def2-TZVPD

The geometry in XYZ format:
```
76
Properties=species:S:1:pos:R:3:lowdin_charge:R:1
Tc -0.723 0.321 0.189 1.73
C -0.246 2.147 2.726 -0.14
C 0.614 2.741 1.618 -0.16
N -0.049 2.582 0.306 -0.11
C -1.168 3.542 0.112 -0.15
C -2.382 2.834 -0.456 -0.15
N -2.539 1.533 0.227 -0.14
C -3.050 1.657 1.634 -0.13
C -2.303 0.759 2.617 -0.16
N -0.839 0.825 2.344 -0.12
H -1.064 2.821 2.975 0.12
H 0.347 2.039 3.635 0.14
H 1.572 2.232 1.564 0.08
H 0.811 3.794 1.837 0.14
H 0.645 2.757 -0.413 0.07
H -0.862 4.355 -0.546 0.14
H -1.408 3.996 1.073 0.12
H -2.257 2.634 -1.520 0.11
H -3.276 3.451 -0.341 0.15
H -3.214 0.967 -0.287 0.10
H -4.110 1.407 1.660 0.14
H -2.962 2.703 1.925 0.12
H -2.617 -0.276 2.512 0.10
H -2.519 1.083 3.637 0.15
H -0.383 0.093 2.881 0.12
C 0.034 -0.788 -1.592 -0.10
C 0.440 -1.581 -0.466 -0.18
C 1.417 -0.791 0.229 -0.15
C 1.699 0.370 -0.618 -0.04
C 0.911 0.346 -1.755 -0.21
C 1.001 1.205 -2.996 -0.54
C 1.991 0.468 -3.920 -0.01
C -0.353 1.315 -3.702 -0.02
C 1.539 2.608 -2.704 -0.03
C 2.414 -1.119 1.352 -0.52
C 3.661 -1.669 0.624 0.00
C 2.861 0.126 2.127 -0.04
C 1.948 -2.122 2.406 -0.03
C -0.068 -3.026 -0.322 -0.50
C -0.743 -3.393 1.013 -0.03
C -1.080 -3.351 -1.431 -0.05
C 1.153 -3.933 -0.586 -0.02
H -0.711 -1.102 -2.306 0.12
H 2.457 1.102 -0.387 0.12
H 1.657 -0.550 -4.127 0.10
H 2.985 0.420 -3.472 0.10
H 2.066 1.000 -4.868 0.10
H -0.737 0.344 -4.014 0.09
H -0.248 1.922 -4.601 0.11
H -1.100 1.799 -3.068 0.06
H 2.444 2.593 -2.092 0.09
H 0.782 3.244 -2.232 0.07
H 1.803 3.101 -3.639 0.11
H 4.110 -0.909 -0.018 0.10
H 3.431 -2.536 0.011 0.08
H 4.406 -1.963 1.364 0.11
H 3.274 0.913 1.494 0.08
H 3.658 -0.165 2.810 0.11
H 2.056 0.533 2.742 0.07
H 1.715 -3.102 2.006 0.07
H 1.076 -1.760 2.959 0.08
H 2.749 -2.254 3.134 0.11
H -1.802 -3.152 0.989 0.07
H -0.306 -2.909 1.881 0.05
H -0.659 -4.470 1.163 0.11
H -1.960 -2.710 -1.391 0.07
H -1.422 -4.376 -1.286 0.11
H -0.631 -3.299 -2.424 0.10
H 1.873 -3.932 0.226 0.06
H 1.666 -3.644 -1.506 0.10
H 0.802 -4.958 -0.710 0.10
F -4.636 -0.457 -0.500 0.24
B -4.546 -1.485 0.347 -0.88
F -4.357 -2.697 -0.100 0.31
F -4.646 -1.229 1.637 0.28
F -2.093 -0.979 0.408 -0.38
```

Output
⟨S²⟩ = 3.7853
Multiplicity = 4
DFT total energy = -42771.7623 eV
E_HOMO (spin up / spin down) = -14.281 / -15.535 eV
Total charge = +2
Energy above the lowest of the compared OMol25 structures with the same formula, charge and spin = 0.0 kcal/mol
Gap between HOMO and LUMO (spin up / spin down) = 7.484 / 7.496 eV

---

DFT total energy of number 1 (C18H23N3O2S)? -38424.1171 eV

---

Look up the multiplicity of the second one. 1

---

Which formula does entry 5 have? C12H22O2Yb